No. 1
2 unconnected molecules or ions with the total composition C4H7ClO in a non-equilibrium geometry, computed with the ωB97M-V functional and the def2-TZVPD basis.

The geometry in XYZ format:
```
13
Properties=species:S:1:pos:R:3:mulliken_charge:R:1
C -0.139 0.769 1.173 -0.48
C 0.165 0.695 -0.332 0.00
C -1.128 0.183 0.258 0.42
C 1.205 -0.091 -1.013 -1.35
O -0.977 -1.950 0.051 -0.69
Cl -2.687 0.354 -0.207 -0.11
H 0.391 0.067 1.970 0.23
H -0.403 1.675 1.716 0.27
H 0.150 1.530 -0.953 0.37
H 1.554 0.195 -2.047 0.33
H 1.055 -1.128 -0.943 0.37
H 2.089 -0.044 -0.514 0.40
H -1.275 -2.255 0.843 0.24
```

Electronic energy in hartree: -691.85943
HOMO level in eV: -9.6188
Relative energy (zero: lowest compared OMol25 entry of this formula, charge and spin) in kJ/mol: 489.6
HOMO-LUMO gap in eV: 9.38

No. 2
A molecular structure, C5H3F in a non-equilibrium geometry, computed with the ωB97M-V functional and the def2-TZVPD basis.

The geometry in XYZ format:
```
9
Properties=species:S:1:pos:R:3:mulliken_charge:R:1
C -0.312 2.178 -0.438 -0.70
C -1.056 1.840 -1.657 0.57
C -0.057 0.699 -0.169 0.58
C 0.867 -0.052 0.248 -0.56
C -1.314 0.659 -0.987 -0.39
F -1.604 2.519 -2.578 -0.21
H 0.869 -1.215 0.281 0.24
H 1.648 0.560 0.738 0.25
H -2.389 0.249 -0.725 0.22
```

Electronic energy in hartree: -291.97432
HOMO level in eV: -8.9322
Relative energy (zero: lowest compared OMol25 entry of this formula, charge and spin) in kJ/mol: 202.4
HOMO-LUMO gap in eV: 9.32